(1)
{"formula": "C2H14B2InO2", "method": "ωB97M-V with the def2-TZVPD basis set", "largest_force_ha_per_bohr": 0.0617, "gap_ev": 5.4590, "total_charge": 1, "elements": ["In", "B", "H", "H", "H", "H", "B", "H", "H", "H", "H", "C", "C", "O", "O", "H", "H", "H", "H", "H", "H"], "coordinates": [[0.678121, 0.540251, -1.034286], [-0.193320, 2.363613, 1.375197], [0.458869, 3.158384, 1.923711], [0.310814, 1.271265, 1.449493], [-1.313116, 2.277930, 1.718951], [-0.286808, 2.589712, 0.179385], [3.127958, 0.609808, -2.669702], [3.783763, 0.647060, -3.648097], [2.013974, 1.055623, -2.924035], [2.949874, -0.554455, -2.490105], [3.560760, 1.075089, -1.695790], [-2.206476, -1.528391, 0.316272], [-1.168212, -1.808114, 1.390101], [0.146636, -1.555567, 0.896885], [-1.946104, -0.184478, -0.067083], [-3.243166, -1.663880, 0.624950], [-2.096549, -2.234626, -0.509571], [-1.261484, -2.839367, 1.740200], [-1.271841, -1.194719, 2.286729], [0.617478, -2.395325, 0.876700], [-2.661181, 0.370188, 0.260095]], "atomic_forces_ev_per_a": [[0.55, 1.07, 1.36], [0.46, -0.68, -0.30], [1.28, 0.48, -0.35], [0.58, -1.52, 0.89], [-1.05, -0.86, -0.47], [-0.44, 1.02, -1.86], [-0.65, -1.19, 2.87], [-0.39, 0.17, -1.41], [-1.79, 1.54, -0.57], [0.27, -1.32, 0.30], [0.18, 0.64, 0.76], [0.58, -0.22, 0.57], [-0.77, -0.72, 0.81], [0.54, 0.21, -0.93], [-0.01, 0.34, -1.22], [0.12, 0.17, 0.46], [0.33, 0.34, -0.28], [0.18, -0.07, -0.17], [-0.33, 0.26, -0.26], [0.20, 0.05, -0.10], [0.17, 0.30, -0.09]]}



(2)
{"formula": "C3H5NO8S2", "method": "ωB97M-V with the def2-TZVPD basis set", "largest_force_ha_per_bohr": 0.0957, "gap_ev": 7.8485, "total_charge": -2, "elements": ["C", "C", "C", "N", "O", "O", "O", "O", "O", "O", "O", "O", "S", "S", "H", "H", "H", "H", "H"], "coordinates": [[3.310807, -0.406890, -0.208182], [1.717828, -0.466828, -0.617584], [-2.761164, 0.688917, -0.012225], [0.880957, 0.093372, 0.447191], [3.413162, 0.194208, 0.858203], [-1.297465, -1.237769, -1.049138], [-0.594803, 1.963974, 1.225061], [4.136887, -0.808215, -1.006407], [-1.233261, -1.187147, 1.405282], [-3.272637, -1.976520, 0.275188], [-3.340469, 1.124395, -0.993577], [-0.175295, 1.868551, -1.125317], [-2.089323, -1.123202, 0.203660], [-0.676894, 1.139156, 0.004673], [1.432450, -1.515590, -1.021485], [1.461078, 0.305127, -1.488861], [-2.942199, 1.122431, 1.049786], [1.510451, 0.746337, 1.008329], [0.519889, -0.524312, 1.045397]], "atomic_forces_ev_per_a": [[-3.05, 0.97, -0.66], [0.06, 0.14, -2.97], [-1.41, -1.21, 1.77], [2.47, 3.10, -2.31], [1.04, 0.64, 1.84], [-0.52, -0.49, 1.03], [-0.30, -0.40, 0.13], [0.83, -0.90, -0.85], [-0.77, 0.23, -0.14], [0.15, -0.08, 0.15], [0.52, -0.48, 0.35], [0.11, 0.08, -1.62], [-0.85, -0.09, -1.94], [2.60, 2.96, 1.88], [0.06, 1.85, 1.12], [1.09, -1.78, 1.38], [0.45, -0.31, -1.28], [-0.65, -0.79, -0.88], [-1.82, -3.45, 3.00]]}



(3)
{"formula": "CH5BrP2", "method": "ωB97M-V with the def2-TZVPD basis set", "largest_force_ha_per_bohr": 0.0897, "gap_ev": [8.0848, 7.7306], "multiplicity": 3, "elements": ["C", "P", "P", "Br", "H", "H", "H", "H", "H"], "coordinates": [[0.300754, 1.410095, 0.202694], [-1.421176, -2.144101, -0.259501], [-1.814658, -0.395331, 0.978959], [-3.438205, 0.429073, -0.190332], [-0.598608, 1.776308, 0.017985], [0.877918, 0.975921, -0.596455], [0.704949, 1.383155, 1.205757], [-0.343967, -1.485435, -0.775776], [-0.622451, -2.520535, 0.891746]], "atomic_forces_ev_per_a": [[4.42, -1.15, 0.65], [-0.35, -0.55, 1.50], [-0.53, -0.77, 0.65], [-0.73, 0.56, -0.44], [-3.71, 1.66, -0.75], [0.07, 0.02, -0.06], [-0.10, 0.05, -0.13], [1.12, 0.51, -0.81], [-0.18, -0.33, -0.62]]}